[1]
Below is a cluster of 2 separate species, BH5N2 in total, with properties calculated with wB97M-V/def2-TZVPD.

Last columns: bonded neighbours and bond lengths (Å).
Positions of all 8 atoms, in Å:
1 B 0.82 -0.59 0.18  N2 1.347, H4 1.151
2 N 1.43 0.60 0.08  B1 1.347, H5 1.012, H6 1.007
3 N -2.13 0.32 0.14  H7 1.018, H8 1.020
4 H 1.16 -1.69 0.11  B1 1.151
5 H 2.42 0.74 -0.08  N2 1.012
6 H 0.92 1.47 0.15  N2 1.007
7 H -2.51 -0.51 0.58  N3 1.018
8 H -2.18 0.16 -0.87  N3 1.020

The calculation puts the energy above the lowest of the compared OMol25 structures with the same formula, charge and spin at 526.9 kJ/mol. Its HOMO energy (alpha / beta) is -9.9 / -7.2 eV. The calculation puts the orbital gap (alpha / beta) at 10.3 / 7.2 eV. The calculation puts the total energy at -3734.450 eV.

[2]
Below is a cluster of 5 separate species, C27H43F13IN4O9 in total, with properties calculated with wB97M-V/def2-TZVPD.

Last columns: bonded neighbours and bond lengths (Å).
Positions of all 97 atoms, in Å:
1 C -1.19 3.68 1.67  C2 1.673, H19 1.173, H20 1.193, H21 1.187
2 C -2.68 4.12 2.29  C1 1.673, C3 1.644, H22 1.193, H23 1.171
3 C -2.85 5.75 2.39  C2 1.644, C4 1.673, H24 1.187, H25 1.194
4 C -3.39 6.44 0.97  C3 1.673, N5 1.509, H26 1.180, H27 1.194
5 N -4.61 7.30 1.14  C4 1.509, C6 1.509, H28 1.051
6 C -5.90 6.52 1.28  N5 1.509, F7 1.479, C8 1.650, N18 1.532
7 F -5.90 5.19 0.64  C6 1.479
8 C -7.08 7.41 0.55  C6 1.650, C9 1.636, H29 1.186, H30 1.189
9 C -8.60 6.87 0.81  C8 1.636, I10 2.232, N11 1.510, H31 1.187
10 I -9.40 6.34 -1.21  C9 2.232
11 N -8.72 5.61 1.63  C9 1.510, C12 1.512, H32 1.065
12 C -7.59 5.44 2.62  N11 1.512, N13 1.401, N18 1.521
13 N -7.69 4.33 3.47  C12 1.401, C14 1.543, H33 1.047
14 C -8.88 3.35 3.40  N13 1.543, C15 1.659, H34 1.189, H35 1.189
15 C -8.73 2.39 2.06  C14 1.659, C16 1.668, H36 1.170, H37 1.193
16 C -9.93 2.68 0.93  C15 1.668, O17 1.483, H38 1.187, H39 1.190
17 O -10.82 1.49 0.84  C16 1.483, H40 1.009
18 N -6.35 6.31 2.73  C6 1.532, C12 1.521, H41 1.064
19 H -0.29 4.10 2.30  C1 1.173
20 H -1.06 4.14 0.57  C1 1.193
21 H -1.07 2.50 1.63  C1 1.187
22 H -2.65 3.72 3.42  C2 1.193
23 H -3.57 3.62 1.71  C2 1.171
24 H -3.52 6.11 3.31  C3 1.187
25 H -1.76 6.17 2.62  C3 1.194
26 H -3.46 5.66 0.08  C4 1.180
27 H -2.51 7.18 0.65  C4 1.194
28 H -4.75 7.96 0.33  N5 1.051
29 H -6.84 7.43 -0.61  C8 1.186
30 H -7.00 8.50 1.01  C8 1.189
31 H -9.30 7.72 1.25  C9 1.187
32 H -9.64 5.72 2.15  N11 1.065
33 H -6.96 4.08 4.18  N13 1.047
34 H -9.92 3.92 3.43  C14 1.189
35 H -8.90 2.61 4.34  C14 1.189
36 H -8.73 1.24 2.30  C15 1.170
37 H -7.69 2.69 1.57  C15 1.193
38 H -9.47 2.98 -0.12  C16 1.187
39 H -10.54 3.63 1.29  C16 1.190
40 H -11.12 1.49 -0.13  O17 1.009
41 H -5.65 5.70 3.25  N18 1.064
42 C -1.17 -2.82 2.93  C43 1.517, H51 1.095, H52 1.093, H53 1.095
43 C 0.32 -2.54 2.85  C42 1.517, O44 1.436, H54 1.096, H55 1.096
44 O 0.67 -2.09 1.53  C43 1.436, C45 1.372
45 C 0.44 -0.76 1.27  O44 1.372, O46 1.228, C47 1.526
46 O -0.05 0.02 2.08  C45 1.228
47 C 0.91 -0.40 -0.14  C45 1.526, F48 1.364, F49 1.365, F50 1.363
48 F 0.52 -1.32 -1.07  C47 1.364
49 F 2.27 -0.33 -0.23  C47 1.365
50 F 0.43 0.80 -0.57  C47 1.363
51 H -1.48 -3.53 2.15  C42 1.095
52 H -1.43 -3.25 3.90  C42 1.093
53 H -1.75 -1.91 2.78  C42 1.095
54 H 0.87 -3.47 3.02  C43 1.096
55 H 0.64 -1.83 3.61  C43 1.096
56 C 0.98 -8.48 -0.58  C57 1.517, H65 1.095, H66 1.093, H67 1.095
57 C 1.74 -8.43 0.73  C56 1.517, O58 1.436, H68 1.096, H69 1.096
58 O 1.32 -7.32 1.53  C57 1.436, C59 1.372
59 C 0.16 -7.51 2.25  O58 1.372, O60 1.228, C61 1.526
60 O -0.50 -8.54 2.23  C59 1.228
61 C -0.15 -6.27 3.09  C59 1.526, F62 1.364, F63 1.365, F64 1.363
62 F -0.01 -5.11 2.39  C61 1.364
63 F 0.67 -6.17 4.17  C61 1.365
64 F -1.42 -6.27 3.58  C61 1.363
65 H 1.06 -7.52 -1.11  C56 1.095
66 H 1.36 -9.27 -1.23  C56 1.093
67 H -0.09 -8.65 -0.41  C56 1.095
68 H 2.81 -8.28 0.52  C57 1.096
69 H 1.65 -9.38 1.28  C57 1.096
70 C 4.10 -0.19 -2.84  C71 1.517, H79 1.095, H80 1.093, H81 1.095
71 C 4.01 -1.63 -2.37  C70 1.517, O72 1.436, H82 1.096, H83 1.096
72 O 4.70 -2.50 -3.27  C71 1.436, C73 1.372
73 C 6.06 -2.57 -3.12  O72 1.372, O74 1.228, C75 1.526
74 O 6.69 -1.93 -2.28  C73 1.228
75 C 6.67 -3.56 -4.11  C73 1.526, F76 1.364, F77 1.365, F78 1.363
76 F 6.17 -3.41 -5.37  C75 1.364
77 F 6.42 -4.85 -3.75  C75 1.365
78 F 8.02 -3.45 -4.22  C75 1.363
79 H 3.74 -0.09 -3.87  C70 1.095
80 H 3.51 0.47 -2.19  C70 1.093
81 H 5.14 0.17 -2.83  C70 1.095
82 H 2.96 -1.94 -2.36  C71 1.096
83 H 4.38 -1.75 -1.35  C71 1.096
84 C 10.93 -4.38 -5.43  C85 1.517, H93 1.095, H94 1.093, H95 1.095
85 C 10.99 -2.89 -5.15  C84 1.517, O86 1.436, H96 1.096, H97 1.096
86 O 12.09 -2.58 -4.28  C85 1.436, C87 1.372
87 C 13.32 -2.49 -4.88  O86 1.372, O88 1.228, C89 1.526
88 O 13.51 -2.66 -6.09  C87 1.228
89 C 14.39 -2.11 -3.87  C87 1.526, F90 1.364, F91 1.365, F92 1.363
90 F 14.30 -2.83 -2.71  C89 1.364
91 F 14.31 -0.80 -3.50  C89 1.365
92 F 15.66 -2.30 -4.33  C89 1.363
93 H 10.90 -4.95 -4.49  C84 1.095
94 H 10.04 -4.63 -6.02  C84 1.093
95 H 11.82 -4.72 -5.97  C84 1.095
96 H 10.08 -2.59 -4.62  C85 1.096
97 H 11.04 -2.31 -6.07  C85 1.096

The calculation puts the energy above the lowest of the compared OMol25 structures with the same formula, charge and spin at 745.9 kJ/mol. As for the net charge: +1. Its HOMO energy is -12.1 eV. The calculation puts the orbital gap at 8.3 eV. The calculation puts the total energy at -96500.710 eV.

[3]
Below is a cluster of 2 separate species, C10H21NSi in total, with properties calculated with wB97M-V/def2-TZVPD.

Last columns: bonded neighbours and bond lengths (Å).
Positions of all 33 atoms, in Å:
1 C -2.19 -1.91 -2.17  C2 1.483, H8 1.132, H9 1.187, H10 1.064
2 C -1.16 -1.90 -1.10  C1 1.483, N3 1.471, H11 1.154, H12 1.105
3 N -1.25 -0.66 -0.31  C2 1.471, C4 1.536, Si5 1.689
4 C -0.86 -0.65 1.18  N3 1.536, Si5 1.890, H13 1.135, H14 1.140
5 Si -2.20 0.49 0.48  N3 1.689, C4 1.890, C6 1.899, C7 1.951
6 C -3.74 0.31 1.58  Si5 1.899, H15 1.082, H16 1.181, H17 1.091
7 C -2.00 2.00 -0.73  Si5 1.951, H18 1.125, H19 1.102, H20 1.116
8 H -2.06 -2.70 -2.97  C1 1.132
9 H -3.21 -2.31 -1.72  C1 1.187
10 H -2.29 -0.92 -2.55  C1 1.064
11 H -1.42 -2.74 -0.36  C2 1.154
12 H -0.11 -1.83 -1.42  C2 1.105
13 H 0.18 -0.23 1.36  C4 1.135
14 H -1.02 -1.63 1.73  C4 1.140
15 H -4.08 -0.72 1.57  C6 1.082
16 H -3.43 0.49 2.71  C6 1.181
17 H -4.66 0.80 1.29  C6 1.091
18 H -0.97 2.02 -1.19  C7 1.125
19 H -2.80 2.06 -1.49  C7 1.102
20 H -2.07 2.91 -0.10  C7 1.116
21 C 2.12 0.83 -0.56  C22 1.354, C25 1.539, H26 1.059
22 C 2.55 -0.43 -0.30  C21 1.354, C23 1.470, H27 1.110
23 C 3.48 -0.48 0.83  C22 1.470, C24 1.507, H28 1.084, H29 1.148
24 C 4.04 0.92 0.93  C23 1.507, C25 1.489, H30 1.175, H31 1.092
25 C 3.07 1.77 0.19  C21 1.539, C24 1.489, H32 1.199, H33 1.048
26 H 1.33 1.13 -1.20  C21 1.059
27 H 2.02 -1.28 -0.77  C22 1.110
28 H 2.92 -0.81 1.70  C23 1.084
29 H 4.31 -1.28 0.77  C23 1.148
30 H 5.12 0.83 0.50  C24 1.175
31 H 4.15 1.18 1.99  C24 1.092
32 H 3.68 2.30 -0.69  C25 1.199
33 H 2.54 2.44 0.80  C25 1.048

The SMILES is CCN1C[Si]1(C)C.C1=CCCC1. The calculation puts the energy above the lowest of the compared OMol25 structures with the same formula, charge and spin at 421.9 kJ/mol. Its HOMO energy is -8.2 eV. The calculation puts the orbital gap at 9.0 eV. The calculation puts the total energy at -20075.150 eV.